C31H61N3O8 | the ωB97M-V functional and the def2-TZVPD basis

The value obtained for the total energy is -1983.42770 Eh. The structure (SMILES) is CCCCCCCCCCCO[C@@](CN)(CON=O)OC#N.C1CCOC1.C1CCOC1.C1CCOC1.C1CCOC1. The value obtained for the frontier orbital gap is 8.8 eV. As for the strongest force on any atom: 11.1 eV/A. Its spin multiplicity is 1.

Last column: Mulliken charge in e.
Atoms and positions in Å:
1 C 4.694 3.550 0.163  -0.25
2 C 5.575 3.142 1.490  -0.45
3 C 5.742 1.527 1.727  -0.82
4 C 4.814 0.591 0.743  0.11
5 C 3.205 0.632 1.118  -0.19
6 C 2.505 -0.860 0.966  -0.52
7 C 1.601 -0.976 -0.420  -0.36
8 C -0.042 -0.913 -0.110  -0.43
9 C -0.726 0.032 -1.308  -0.42
10 C -2.286 0.363 -0.805  -0.18
11 C -2.613 1.967 -0.712  -0.53
12 O -3.066 2.454 0.589  -0.40
13 C -2.096 2.310 1.666  1.25
14 C -0.534 2.618 1.300  -0.18
15 N -0.324 3.965 0.577  -0.53
16 C -2.519 3.456 2.812  -0.85
17 O -2.217 3.033 4.189  -0.05
18 N -1.214 3.747 4.731  0.04
19 O -0.469 2.880 5.220  -0.29
20 O -2.161 1.016 2.403  -0.34
21 C -3.594 0.607 2.582  0.57
22 N -4.775 0.127 2.361  -0.54
23 H 4.989 2.973 -0.814  -0.03
24 H 4.862 4.706 -0.061  0.37
25 H 3.536 3.448 0.427  -0.12
26 H 6.666 3.587 1.320  0.27
27 H 5.189 3.614 2.493  0.24
28 H 6.883 1.244 1.552  0.28
29 H 5.526 1.333 2.880  0.28
30 H 4.935 0.829 -0.408  -0.22
31 H 5.176 -0.518 0.889  0.33
32 H 2.673 1.336 0.326  -0.04
33 H 2.988 1.129 2.180  0.31
34 H 1.809 -1.092 1.885  0.37
35 H 3.312 -1.735 0.912  0.07
36 H 1.840 -0.141 -1.206  0.16
37 H 1.776 -2.050 -0.897  0.17
38 H -0.194 -0.416 0.947  0.10
39 H -0.528 -1.988 -0.098  0.36
40 H -0.714 -0.489 -2.356  0.36
41 H -0.102 1.026 -1.311  0.09
42 H -2.516 -0.255 0.160  0.07
43 H -2.971 -0.110 -1.661  0.42
44 H -1.732 2.608 -1.201  0.22
45 H -3.530 2.145 -1.460  0.32
46 H 0.031 2.757 2.343  0.37
47 H 0.036 1.748 0.752  -0.63
48 H 0.257 4.597 1.180  0.27
49 H 0.104 3.808 -0.364  0.25
50 H -3.655 3.740 2.629  0.32
51 H -1.911 4.467 2.632  0.38
52 C 5.173 3.871 -5.292  -0.60
53 C 3.707 4.199 -5.413  -0.53
54 C 3.103 3.366 -4.303  -0.47
55 O 4.096 3.263 -3.273  -0.26
56 C 5.345 3.738 -3.795  -0.47
57 H 5.830 4.626 -5.731  0.33
58 H 5.380 2.910 -5.779  0.27
59 H 3.548 5.265 -5.210  0.27
60 H 3.285 3.972 -6.395  0.33
61 H 2.872 2.353 -4.648  0.29
62 H 2.192 3.812 -3.893  0.23
63 H 5.553 4.709 -3.332  0.29
64 H 6.145 3.044 -3.524  0.30
65 C -8.238 -0.978 1.293  -0.59
66 C -8.986 -2.284 1.377  -0.36
67 C -8.848 -2.819 -0.031  -0.52
68 O -7.599 -2.332 -0.541  -0.47
69 C -7.105 -1.322 0.350  0.13
70 H -7.889 -0.608 2.261  0.30
71 H -8.879 -0.211 0.843  0.36
72 H -8.482 -2.955 2.083  0.12
73 H -10.027 -2.175 1.692  0.36
74 H -9.644 -2.441 -0.680  0.32
75 H -8.858 -3.913 -0.067  0.28
76 H -6.252 -1.744 0.893  -0.16
77 H -6.761 -0.459 -0.225  0.27
78 C -5.597 -4.985 1.735  -0.43
79 C -5.348 -3.867 2.714  0.03
80 C -5.045 -4.624 3.989  -0.59
81 O -4.435 -5.864 3.601  -0.40
82 C -4.599 -6.029 2.186  -0.50
83 H -5.464 -4.692 0.690  0.36
84 H -6.617 -5.366 1.858  0.24
85 H -4.469 -3.291 2.404  0.03
86 H -6.190 -3.178 2.818  0.10
87 H -5.961 -4.860 4.539  0.29
88 H -4.371 -4.075 4.652  0.29
89 H -3.621 -5.872 1.717  0.26
90 H -4.930 -7.048 1.969  0.29
91 C 4.983 -3.783 -2.220  -0.37
92 C 5.811 -3.045 -3.240  -0.55
93 C 6.161 -1.771 -2.503  -0.32
94 O 6.225 -2.101 -1.109  -0.36
95 C 5.673 -3.412 -0.925  -0.33
96 H 4.941 -4.862 -2.386  0.37
97 H 3.958 -3.394 -2.222  0.08
98 H 6.723 -3.613 -3.459  0.25
99 H 5.288 -2.863 -4.182  0.34
100 H 5.382 -1.011 -2.631  0.13
101 H 7.117 -1.349 -2.826  0.30
102 H 6.501 -4.095 -0.707  0.30
103 H 4.989 -3.408 -0.072  0.21

=====

C17H26N2O5S | the ωB97M-V functional and the def2-TZVPD basis

The value obtained for the total energy is -1547.28852 Eh. The structure (SMILES) is CCS(=O)(=O)N1CCC(C(=O)NCc2cc(OC)ccc2OC)CC1. The value obtained for the frontier orbital gap is 8.9 eV. As for the strongest force on any atom: 1.0 eV/A. Its spin multiplicity is 1.

Last column: Mulliken charge in e.
Atoms and positions in Å:
1 C -3.857 -0.848 1.760  -1.40
2 C -2.962 -1.298 0.629  0.09
3 S -3.176 -0.259 -0.865  1.38
4 O -4.503 0.284 -0.862  -0.73
5 O -2.777 -1.061 -1.990  -0.75
6 N -2.117 1.019 -0.793  -0.09
7 C -0.739 0.703 -1.077  -0.27
8 C 0.013 1.992 -1.395  -1.43
9 C -0.054 2.934 -0.183  0.25
10 C 0.661 2.287 1.006  0.11
11 O 0.111 1.980 2.043  -0.65
12 N 1.988 2.086 0.806  -0.15
13 C 2.673 1.023 1.524  -1.43
14 C 2.347 -0.279 0.835  1.07
15 C 1.391 -1.132 1.346  -0.32
16 C 0.969 -2.257 0.634  0.57
17 O -0.015 -2.998 1.219  -0.44
18 C -0.523 -4.107 0.515  -0.98
19 C 1.544 -2.525 -0.599  -0.87
20 C 2.508 -1.674 -1.120  -0.89
21 C 2.902 -0.541 -0.428  0.66
22 O 3.792 0.392 -0.899  -0.43
23 C 4.454 0.129 -2.112  -1.01
24 C -1.529 3.212 0.126  -1.35
25 C -2.299 1.908 0.334  -0.52
26 H -3.952 -1.634 2.506  0.44
27 H -4.842 -0.616 1.362  0.34
28 H -3.464 0.040 2.248  0.29
29 H -1.906 -1.277 0.884  -0.22
30 H -3.227 -2.291 0.277  0.54
31 H -0.741 0.023 -1.930  0.65
32 H -0.257 0.198 -0.225  0.08
33 H -0.463 2.477 -2.249  0.51
34 H 1.042 1.751 -1.666  0.43
35 H 0.456 3.875 -0.418  0.44
36 H 2.374 2.283 -0.105  0.34
37 H 2.304 1.021 2.550  0.46
38 H 3.745 1.224 1.506  0.42
39 H 0.938 -0.925 2.302  0.30
40 H -1.300 -4.528 1.152  0.25
41 H 0.251 -4.862 0.345  0.41
42 H -0.961 -3.807 -0.443  0.36
43 H 1.248 -3.383 -1.180  0.46
44 H 2.926 -1.906 -2.086  0.39
45 H 5.023 -0.804 -2.066  0.36
46 H 3.753 0.087 -2.953  0.37
47 H 5.140 0.962 -2.260  0.27
48 H -1.611 3.811 1.034  0.39
49 H -1.966 3.766 -0.706  0.45
50 H -3.370 2.099 0.409  0.48
51 H -1.941 1.444 1.261  0.33

=====

C37H62Cl18F2NSi | the ωB97M-V functional and the def2-TZVPD basis

The value obtained for the total energy is -10274.25306 Eh. The value obtained for the frontier orbital gap is 9.2 eV. As for the strongest force on any atom: 1.1 eV/A. Its spin multiplicity is 1. As for the total charge: +1.

Last column: Mulliken charge in e.
Atoms and positions in Å:
1 C -8.419 -1.784 -4.546  -1.22
2 C -7.670 -3.076 -4.859  -0.52
3 C -6.351 -3.286 -4.083  -0.85
4 C -5.529 -2.035 -3.797  0.42
5 C -5.118 -1.260 -5.040  -0.82
6 C -4.164 -0.087 -4.796  -0.72
7 C -4.690 1.010 -3.845  -1.09
8 C -3.752 1.348 -2.681  -0.77
9 C -3.555 0.113 -1.786  0.04
10 C -3.017 0.416 -0.386  -1.12
11 N -1.521 0.152 -0.185  1.21
12 C -0.799 0.967 -1.203  -1.59
13 C -1.228 0.624 1.215  0.10
14 C -1.869 0.010 2.292  -0.37
15 C -1.627 0.437 3.593  -1.13
16 C -0.762 1.502 3.841  -0.60
17 C -0.128 2.112 2.762  -0.28
18 C -0.363 1.685 1.456  -0.12
19 C -1.197 -1.324 -0.309  0.89
20 F -2.284 -2.003 0.091  -0.38
21 F -1.062 -1.586 -1.620  -0.37
22 C 0.021 -1.833 0.427  -1.06
23 C 1.322 -1.105 0.105  1.02
24 Si 2.927 -2.068 0.440  0.06
25 C 3.983 -1.942 -1.106  -0.80
26 C 2.626 -3.887 0.808  -1.09
27 C 3.806 -1.377 1.950  0.99
28 C 3.549 -0.104 2.457  -0.02
29 C 4.187 0.388 3.595  -0.51
30 C 5.108 -0.424 4.241  -0.45
31 C 5.386 -1.698 3.755  -0.75
32 C 4.735 -2.175 2.617  -0.33
33 H -9.489 -1.914 -4.688  0.42
34 H -8.282 -1.482 -3.512  0.29
35 H -8.127 -0.964 -5.196  0.26
36 H -7.466 -3.193 -5.921  0.31
37 H -8.324 -3.896 -4.573  0.43
38 H -5.737 -4.040 -4.560  0.07
39 H -6.621 -3.714 -3.115  0.40
40 H -4.662 -2.303 -3.193  0.21
41 H -6.129 -1.386 -3.158  0.03
42 H -5.983 -0.935 -5.608  0.22
43 H -4.569 -1.955 -5.680  0.36
44 H -4.029 0.380 -5.770  0.45
45 H -3.178 -0.459 -4.516  0.37
46 H -5.647 0.714 -3.418  0.46
47 H -4.871 1.902 -4.437  0.48
48 H -4.208 2.141 -2.092  0.44
49 H -2.795 1.649 -3.105  0.28
50 H -2.986 -0.638 -2.321  0.04
51 H -4.546 -0.310 -1.645  0.30
52 H -3.585 -0.129 0.353  0.53
53 H -3.155 1.471 -0.174  0.66
54 H -1.235 1.958 -1.204  0.53
55 H -0.916 0.543 -2.190  0.17
56 H 0.252 1.060 -0.975  0.57
57 H -2.558 -0.805 2.136  0.47
58 H -2.138 -0.063 4.399  0.45
59 H -0.602 1.830 4.854  0.47
60 H 0.556 2.928 2.938  -0.04
61 H 0.161 2.207 0.673  0.44
62 H -0.150 -1.894 1.496  0.30
63 H 0.111 -2.863 0.086  0.57
64 H 1.335 -0.772 -0.931  0.20
65 H 1.406 -0.199 0.706  -0.81
66 H 4.499 -0.991 -1.128  0.11
67 H 4.659 -2.788 -1.166  0.30
68 H 3.314 -2.014 -1.967  0.33
69 H 2.021 -3.998 1.708  0.35
70 H 2.056 -4.337 -0.007  0.39
71 H 3.556 -4.429 0.934  0.25
72 H 2.821 0.528 1.961  0.11
73 H 3.908 1.378 3.918  0.08
74 H 5.599 -0.071 5.138  0.37
75 H 6.102 -2.338 4.248  0.43
76 H 4.965 -3.181 2.299  0.19
77 C 4.215 4.048 5.876  -0.36
78 Cl 4.559 5.697 5.354  -0.13
79 Cl 2.814 3.391 5.010  -0.09
80 H 5.076 3.425 5.661  0.25
81 H 3.997 4.046 6.937  0.33
82 C 1.425 6.143 3.281  0.02
83 Cl 0.758 5.386 1.821  -0.16
84 Cl 0.661 7.689 3.648  -0.16
85 H 1.259 5.476 4.115  0.09
86 H 2.486 6.303 3.132  0.20
87 C 3.772 8.797 7.919  0.14
88 Cl 5.190 9.853 7.854  -0.17
89 Cl 2.912 8.748 6.377  -0.11
90 H 4.100 7.793 8.164  0.21
91 H 3.100 9.179 8.677  -0.06
92 C -4.135 -7.215 -4.112  0.07
93 Cl -3.549 -5.545 -4.217  -0.14
94 Cl -5.468 -7.511 -5.231  -0.14
95 H -3.322 -7.885 -4.363  -0.08
96 H -4.480 -7.395 -3.101  0.30
97 C 4.289 0.536 -4.325  -0.41
98 Cl 2.813 1.237 -3.632  -0.11
99 Cl 5.642 0.564 -3.192  -0.13
100 H 4.084 -0.494 -4.589  0.27
101 H 4.559 1.107 -5.204  0.39
102 C -2.272 -9.906 -6.484  -0.20
103 Cl -2.130 -10.157 -4.733  -0.18
104 Cl -3.530 -10.915 -7.192  -0.13
105 H -2.518 -8.866 -6.665  0.20
106 H -1.323 -10.158 -6.942  0.31
107 C 2.970 12.167 10.353  -0.05
108 Cl 3.315 12.381 12.070  -0.15
109 Cl 1.714 10.946 10.078  -0.17
110 H 2.624 13.109 9.946  0.28
111 H 3.876 11.845 9.852  0.09
112 C 4.572 3.454 -1.215  -0.47
113 Cl 4.883 4.877 -0.217  -0.15
114 Cl 4.247 2.018 -0.231  0.02
115 H 3.707 3.648 -1.838  0.26
116 H 5.444 3.257 -1.827  0.31
117 C 5.861 -6.239 -0.689  -0.26
118 Cl 7.141 -6.671 -1.821  -0.15
119 Cl 6.265 -4.788 0.244  -0.12
120 H 4.953 -6.045 -1.248  0.22
121 H 5.713 -7.060 0.002  0.33

=====

HO4PS | the ωB97M-V functional and the def2-TZVPD basis

The value obtained for the total energy is -1041.10940 Eh. The structure (SMILES) is O=[S@]12=[P@](O)(O1)O2. The value obtained for the frontier orbital gap is 9.8 eV. As for the strongest force on any atom: 4.5 eV/A. Its spin multiplicity is 1.

Last column: Mulliken charge in e.
Atoms and positions in Å:
1 O -1.790 1.385 -1.636  -0.43
2 S -0.997 0.429 -0.940  0.72
3 P 0.870 0.202 0.835  0.48
4 O 0.664 -1.368 0.796  -0.40
5 O -0.820 0.661 0.659  -0.33
6 O 0.753 0.601 -0.782  -0.36
7 H 1.320 -1.910 1.068  0.32

=====

C2H7N3O | the ωB97M-V functional and the def2-TZVPD basis

The value obtained for the total energy is -319.06463 Eh. The value obtained for the frontier orbital gap is 10.7 eV. As for the strongest force on any atom: 9.5 eV/A. Its spin multiplicity is 1. As for the total charge: +2.

Last column: Mulliken charge in e.
Atoms and positions in Å:
1 C 1.111 0.566 0.837  0.36
2 C -0.886 -0.676 -0.747  -0.29
3 N 0.457 1.486 1.173  0.24
4 N 2.193 -0.120 0.732  -0.38
5 N -1.776 -1.199 -1.381  -0.17
6 O -0.537 2.228 0.912  -0.26
7 H -0.119 -0.334 -1.360  0.33
8 H -0.981 -0.769 0.326  0.35
9 H 3.228 0.054 0.799  0.34
10 H 2.336 -1.134 0.813  0.31
11 H -2.624 -1.846 -1.216  0.36
12 H -1.754 -1.161 -2.488  0.37
13 H -0.649 2.905 1.600  0.43